73
Properties=species:S:1:pos:R:3 method="wB97M-V/def2-TZVPD" e_lumo_ev="3.61 / 3.96" gap_ha="0.0897 / 0.1039" total_charge=-2
C -3.2326 -2.4140 -6.3397
C -3.1167 -1.6505 -5.0406
C -1.8796 -2.3077 -7.0451
C -0.9468 -1.3244 -6.2844
H -2.0310 -1.9464 -8.0622
H -1.4640 -3.3140 -7.1390
C -2.1189 -0.5349 -5.2377
H -2.7458 -2.3071 -4.2402
H -4.1195 -1.3283 -4.7231
C -2.3141 0.4553 -4.0174
H -2.5088 0.1070 -6.0568
H -0.6832 -0.4729 -6.9478
C 0.3177 -2.0154 -5.9959
C -3.7034 -3.8382 -6.0883
C -4.3599 -1.9070 -7.2339
O -4.2477 -1.7427 -8.4397
O -3.5181 -4.4642 -5.0545
O -4.3868 -4.3232 -7.1373
O -5.5218 -1.7080 -6.5871
C -6.5585 -1.3948 -7.5174
H -7.4590 -1.2640 -6.9269
H -6.6738 -2.2246 -8.2168
H -6.3183 -0.4837 -8.0687
C -4.8298 -5.6643 -6.9604
H -3.9946 -6.3252 -6.7097
H -5.2654 -5.9406 -7.9156
H -5.5831 -5.7149 -6.1680
O -1.4606 0.6747 -2.9257
H -3.2154 0.0873 -3.4947
H -2.6074 1.4429 -4.4241
C 1.5987 -1.3252 -6.2395
C 0.3000 -3.2124 -5.1341
H 0.3702 -4.1501 -5.7236
H -0.6096 -3.3020 -4.5175
H 1.1600 -3.2524 -4.4397
H 2.3502 -1.5629 -5.4679
H 1.4873 -0.2248 -6.2886
H 2.0631 -1.6285 -7.2013
In 0.2312 -0.3727 -2.7997
C 0.5221 2.4729 0.5833
C 0.0836 2.6609 -0.7674
C -1.3195 2.4436 -0.7947
H 0.7039 2.8975 -1.6261
C -1.7230 1.9479 0.4669
C -0.5997 2.0393 1.3472
H -0.5920 1.8168 2.4097
H 1.5255 2.6375 0.9686
H -1.9704 2.6472 -1.6470
H -2.6976 1.5367 0.7131
C 0.7849 -2.0781 0.6958
C 0.3987 -1.3505 1.8496
C -0.9672 -0.9838 1.6918
H 1.0335 -1.1209 2.7044
C -1.4178 -1.4550 0.4349
C -0.3356 -2.1508 -0.1837
H -0.3783 -2.6996 -1.1285
H 1.7672 -2.4968 0.4953
H -1.5680 -0.4360 2.4150
H -2.4025 -1.3115 -0.0048
C 3.2647 0.0333 -0.1007
C 3.9157 -0.0432 1.1253
C 4.0908 1.1190 1.9540
C 4.7376 1.0321 3.1735
C 5.2426 -0.1994 3.6325
C 5.0692 -1.3582 2.8506
C 4.4272 -1.2951 1.6227
H 2.9056 0.9891 -0.4765
H 3.1748 -0.8448 -0.7350
H 3.7004 2.0733 1.5820
H 4.8659 1.9266 3.7882
H 5.7682 -0.2559 4.5829
H 5.4503 -2.3140 3.2117
H 4.2933 -2.1861 1.0048